DFT (ωB97M-V with the def2-TZVPD basis set) results for an isolated molecule of C2H5NO4S.

```
13
Properties=species:S:1:pos:R:3:forces:R:3:mulliken_charge:R:1
C -1.1490 1.6447 -0.1442 -3.62 0.02 0.30 -0.83
C 1.9908 -1.6294 0.0168 -4.67 -3.65 -2.10 -0.46
N 1.3820 -0.5356 -0.1395 -1.48 2.30 0.39 0.62
O 1.6489 0.6272 0.1337 0.71 -0.01 -0.14 -0.63
O 0.0286 -0.6757 -0.7093 0.69 -0.26 0.35 -0.33
O -0.8656 -0.3296 1.6163 0.38 0.03 0.61 -0.60
O -2.2660 -0.7530 -0.3723 -0.10 0.84 0.17 -0.60
S -1.1707 -0.0822 0.2575 -0.15 -0.67 -0.41 1.22
H -1.4641 1.5294 -1.1926 0.96 0.95 0.01 0.32
H -2.0606 2.1705 0.3427 1.16 -1.37 -0.50 0.32
H -0.3312 2.2187 0.2203 1.14 -0.13 -0.48 0.35
H 2.9694 -1.6468 0.2687 2.72 -0.01 0.92 0.36
H 1.2874 -2.5382 -0.2982 2.26 1.96 0.89 0.25
```
Forces are in eV/Å.

Values from the calculation:
HOMO energy = -10.06 eV
total energy = -22665.4744 eV
ΔE to the lowest compared entry with this formula, charge and spin = 411.11 kJ/mol
HOMO-LUMO gap = 10.67 eV
LUMO = 0.61 eV


DFT (ωB97M-V with the def2-TZVPD basis set) results for a structure of composition C25H43F3O3OsP2S.

```
78
Properties=species:S:1:pos:R:3:forces:R:3:lowdin_spin:R:1
Os 0.5693 0.4413 1.7083 -1.65 -0.02 2.84 1.27
C 0.8860 0.1937 4.4027 0.79 0.28 -1.13 0.04
C 1.8992 0.6810 3.4956 0.12 0.53 0.44 0.01
C 0.0490 2.1045 3.4268 0.71 -0.15 0.17 0.11
C -0.2241 1.0618 4.3682 0.05 0.46 -1.31 0.02
C 1.4109 1.9351 2.9421 -0.03 0.17 0.88 0.09
C 1.0142 -0.9837 5.2799 -0.08 -0.75 0.18 0.01
H 1.8522 -1.6320 4.9856 -0.26 0.23 0.14 0.00
H 0.0919 -1.5835 5.2631 0.43 0.27 0.05 0.00
H 1.1745 -0.6814 6.3281 -0.01 0.00 -0.33 0.00
C -1.4248 0.9867 5.2289 -0.55 -0.10 0.10 0.00
H -1.5257 0.0072 5.6925 0.08 0.16 0.08 0.00
H -2.3338 1.1593 4.6432 0.08 0.08 0.16 0.00
H -1.3919 1.7356 6.0321 0.08 -0.06 -0.24 0.00
C -0.8455 3.2488 3.1137 -0.17 0.08 -0.15 0.03
H -0.7840 4.0154 3.8937 0.01 -0.07 -0.04 0.01
H -1.8868 2.9163 3.0553 0.12 0.17 -0.04 0.00
H -0.5576 3.7113 2.1648 -0.16 0.00 0.17 0.00
C 2.2332 2.9709 2.2469 0.00 0.27 -0.10 0.04
H 2.6164 3.7071 2.9653 -0.06 -0.13 -0.11 0.01
H 1.6246 3.5059 1.5099 0.23 0.02 0.06 0.00
H 3.0877 2.5168 1.7424 -0.06 0.13 0.03 0.00
C 3.3067 0.1926 3.4419 0.41 0.10 0.20 0.00
H 3.9103 0.6829 4.2212 -0.08 -0.18 -0.21 0.00
H 3.7644 0.4157 2.4719 -0.02 -0.10 0.24 0.00
H 3.3544 -0.8872 3.6134 0.07 0.18 -0.10 0.00
C -0.5731 -1.2611 1.2393 -0.88 -0.73 0.80 0.10
C 0.6122 -1.6955 1.8945 -0.30 -0.30 -0.37 0.00
C 1.7907 -2.2848 1.1743 0.55 -0.30 0.05 0.00
C 2.3646 -1.3492 0.0872 0.66 -0.38 -0.05 0.01
C 1.9653 0.1163 0.2548 0.85 -0.34 -0.50 0.05
C 0.7598 0.6845 -0.3056 0.17 -0.11 -0.63 0.08
C -0.2745 -0.1623 -1.0414 -0.35 0.35 -0.47 0.04
C -0.8181 -1.3637 -0.2432 -0.37 -0.03 -0.40 0.03
H 1.5347 -3.2712 0.7460 -0.02 0.34 0.14 0.00
H 2.1073 -1.7383 -0.9161 0.08 0.36 0.32 0.00
H 2.5776 -2.4925 1.9174 -0.28 0.09 -0.23 0.00
H -0.4199 -2.3095 -0.6318 0.04 0.10 0.13 0.00
H -1.4673 -1.3178 1.8677 0.23 0.06 -0.36 0.01
H 0.4702 -2.0485 2.9206 0.12 0.29 -0.22 0.00
H -1.9103 -1.4069 -0.3755 0.38 -0.08 -0.09 0.00
H -1.1240 0.4997 -1.2868 0.36 -0.19 0.07 0.00
H 0.8503 1.7189 -0.6527 -0.16 -0.16 0.13 0.02
H 0.1318 -0.5115 -2.0044 0.02 0.19 0.25 0.01
H 3.4681 -1.3882 0.1769 -0.57 -0.08 -0.30 0.00
H 2.8261 0.7919 0.3195 -0.29 -0.14 -0.04 0.01
P -0.8217 -0.4237 -4.6252 -0.29 -1.61 -2.17 0.32
P -0.5848 2.2494 -5.9934 0.01 -0.74 -3.28 0.35
C -0.9069 -0.4871 -6.5004 0.13 0.50 -0.09 0.01
C -1.2881 0.8726 -7.0640 -0.32 -0.03 0.61 0.01
H -1.6630 -1.2332 -6.7813 0.35 0.07 0.13 0.01
H 0.0678 -0.8203 -6.8864 -0.25 0.15 0.17 0.00
H -0.9026 1.0026 -8.0878 -0.26 0.13 0.37 0.01
H -2.3811 1.0092 -7.0757 0.31 -0.10 -0.05 0.00
C -1.4068 3.5940 -6.9534 -0.33 0.59 1.05 0.07
H -1.0266 4.5633 -6.6108 -0.19 -0.09 -0.23 0.00
H -2.4868 3.5451 -6.7642 0.25 0.16 -0.11 0.00
H -1.2102 3.4653 -8.0284 0.07 -0.11 0.43 0.01
C 1.0476 2.3156 -6.8744 0.47 0.11 1.05 0.05
H 0.8898 2.2731 -7.9633 -0.11 0.04 0.47 0.01
H 1.6772 1.4753 -6.5547 -0.03 0.24 -0.16 0.00
H 1.5496 3.2540 -6.6063 0.04 -0.28 -0.15 0.00
C -2.3723 -1.3865 -4.3712 -0.24 0.51 0.92 0.05
H -2.4869 -1.6363 -3.3109 -0.14 -0.04 -0.20 0.00
H -2.3516 -2.3041 -4.9749 0.19 0.29 0.19 0.01
H -3.2263 -0.7677 -4.6803 0.19 -0.20 0.11 0.00
C 0.4809 -1.7099 -4.4600 0.38 0.37 0.77 0.06
H 1.4310 -1.2839 -4.8141 -0.23 -0.19 0.14 0.00
H 0.2288 -2.5912 -5.0654 -0.09 0.30 0.14 0.01
H 0.5930 -1.9952 -3.4067 0.09 -0.12 -0.32 0.00
F -2.5744 -2.5302 6.9121 0.46 -0.93 -1.49 0.00
C -2.1664 -3.3720 5.9169 0.35 -0.65 1.58 -0.01
F -0.8041 -3.4535 5.9700 -1.55 0.12 -0.34 0.00
F -2.6684 -4.6113 6.1521 0.50 1.67 -0.49 0.00
S -2.7740 -2.7513 4.2482 0.84 -0.49 2.11 -0.06
O -2.3557 -3.8083 3.3343 -0.64 0.95 -0.04 0.36
O -4.1956 -2.5990 4.5225 0.72 0.09 -1.08 0.36
O -2.0543 -1.4870 4.0190 -0.98 -1.23 -0.24 0.35
```
Forces are in eV/Å.

Values from the calculation:
HOMO energy (spin up / spin down) = -12.66 / -13.68 eV
total energy = -72777.0455 eV
ΔE to the lowest compared entry with this formula, charge and spin = 13.25 kJ/mol
HOMO-LUMO gap (spin up / spin down) = 7.46 / 3.93 eV
net charge = +2
spin multiplicity = 5
LUMO (spin up / spin down) = -5.20 / -9.75 eV


DFT (ωB97M-V with the def2-TZVPD basis set) results for a cluster of 2 separate species, C5H11NO3 in total.

```
20
Properties=species:S:1:pos:R:3:forces:R:3:mulliken_charge:R:1
C -2.2217 -0.9555 0.1207 -0.20 -0.67 0.10 0.03
C 2.0389 0.4882 0.4418 0.46 0.12 -0.46 -0.18
C -1.7167 -2.3533 -0.1454 -0.19 0.17 0.07 -1.19
C 1.7260 0.8243 -1.0110 0.06 0.11 0.52 -0.93
N -1.2055 0.0912 0.2680 0.22 0.08 0.12 -0.05
C -1.9679 0.1840 -0.7970 -0.11 -0.41 0.11 0.33
O 1.1863 1.1165 1.3877 -0.21 -0.32 0.65 -0.29
O 1.2093 2.5222 1.2549 0.14 0.58 -0.39 -0.36
O -2.1930 0.7798 -1.8032 -0.15 0.49 -0.54 -0.59
H 1.8211 2.8267 1.9435 -0.02 -0.32 0.02 0.33
H -0.7236 0.6066 0.9811 0.20 0.24 0.23 0.21
H -3.0909 -0.9028 0.7743 -0.03 0.13 -0.03 0.33
H 1.8688 -0.5736 0.6549 0.06 0.16 -0.03 0.22
H 3.0895 0.7360 0.6695 -0.24 -0.11 0.04 0.34
H -2.5032 -2.9460 -0.6062 -0.05 -0.12 -0.04 0.33
H -1.4174 -2.8400 0.7830 0.02 -0.04 0.03 0.30
H -0.8644 -2.3228 -0.8185 0.09 -0.01 -0.07 0.30
H 2.3488 0.2187 -1.6594 0.14 -0.10 -0.13 0.36
H 0.6874 0.6266 -1.2324 -0.20 -0.06 -0.13 0.18
H 1.9281 1.8731 -1.2062 0.04 0.07 -0.06 0.31
```
Forces are in eV/Å.

Values from the calculation:
HOMO energy = -9.30 eV
total energy = -12991.5562 eV
ΔE to the lowest compared entry with this formula, charge and spin = 510.93 kJ/mol
HOMO-LUMO gap = 10.01 eV
LUMO = 0.70 eV


DFT (ωB97M-V with the def2-TZVPD basis set) results for a structure of composition C9H14N2OS9SbTc.

```
37
Properties=species:S:1:pos:R:3:forces:R:3:mulliken_charge:R:1
Tc 0.2316 0.1332 0.1457 0.74 1.65 1.01 0.16
C -1.2899 0.5834 -2.3764 -0.51 -0.03 0.11 -0.83
C -2.3683 -0.0440 -1.4919 0.13 0.12 -0.52 -0.64
N -1.9551 -0.0131 -0.0721 -0.02 0.48 0.07 0.01
C -2.5128 -1.1133 0.7225 -0.10 -0.38 0.24 -0.79
C -1.8932 -2.4539 0.3388 0.11 0.04 0.12 -0.61
S -0.1222 -2.3055 -0.1220 -0.17 0.06 -0.18 -0.05
C -0.1731 -2.3894 -1.9654 0.13 0.01 0.13 -0.57
C 0.4746 -1.1704 -2.6092 0.11 -0.54 -0.11 -0.82
N 0.0595 0.1115 -2.0102 0.29 0.23 -0.16 0.03
H -1.5062 0.3809 -3.4298 0.00 0.08 0.04 0.39
H -1.2955 1.6643 -2.2190 0.01 -0.02 -0.12 0.39
H -3.2989 0.5078 -1.6417 -0.02 -0.10 0.06 0.44
H -2.5594 -1.0745 -1.7814 -0.01 0.01 0.03 0.27
H -2.3045 0.8516 0.3340 -0.04 -0.05 0.00 0.36
H -2.2867 -0.9001 1.7679 -0.10 0.01 -0.04 0.37
H -3.6019 -1.1815 0.6178 0.08 0.07 -0.01 0.37
H -1.9183 -3.1274 1.1941 -0.04 -0.03 -0.04 0.45
H -2.4133 -2.9479 -0.4793 0.08 -0.02 -0.05 0.46
H 0.3905 -3.2815 -2.2411 -0.09 0.04 -0.03 0.52
H -1.2037 -2.5315 -2.2801 0.01 -0.04 0.05 0.34
H 1.5586 -1.2474 -2.4882 -0.09 0.08 -0.06 0.41
H 0.2532 -1.1916 -3.6835 0.06 0.07 0.10 0.34
H 0.7142 0.8018 -2.3727 -0.04 0.01 0.02 0.29
O 5.1807 -0.0019 4.9160 0.06 -0.04 0.04 -0.40
C 4.3343 -0.0533 4.0991 -0.08 0.03 -0.05 0.57
S 4.6568 -0.0474 2.3299 -0.22 0.03 -0.27 -0.03
C 2.9946 -0.0376 1.8392 0.88 -0.04 -0.94 0.34
C 2.0272 -0.0900 2.8474 -1.05 -0.16 0.80 0.20
S 0.3797 -0.0858 2.4819 0.71 0.13 -0.55 -0.08
S 2.5816 -0.1328 4.4882 -0.24 0.00 -0.17 -0.03
S 2.5665 0.0580 0.2075 -0.53 0.00 0.61 -0.14
S 0.4446 4.7831 2.5835 -0.17 0.63 -0.07 -0.27
Sb 1.2029 6.6837 0.9804 0.08 -1.54 -0.90 0.81
S -0.0312 2.4383 0.3202 -0.13 -1.45 -0.04 -0.08
S 1.1283 3.0548 1.8499 0.32 -0.24 -0.13 0.19
S 1.5543 5.3689 -0.8017 -0.14 0.91 0.99 -0.37
```
Forces are in eV/Å.

Values from the calculation:
HOMO energy (spin up / spin down) = -13.88 / -13.88 eV
total energy = -120828.4715 eV
ΔE to the lowest compared entry with this formula, charge and spin = 34.09 kJ/mol
HOMO-LUMO gap (spin up / spin down) = 5.31 / 5.30 eV
net charge = +2
LUMO (spin up / spin down) = -8.58 / -8.58 eV


Question: Which formula does entry 3 have?
Answer: C5H11NO3